<1>
The following is a DFT calculation (ωB97M-V/def2-TZVPD) of a 2-piece molecular cluster, C4H12 overall.

Output
Frontier orbital gap = 12.34 eV
Lowest unoccupied orbital energy = 1.12 eV
SMILES = CC.CC
HOMO energy = -11.22 eV

Geometry as ORCA input:
```
! wB97M-V def2-TZVPD RIJCOSX def2/J DEFGRID3
* xyz 0 1
C -2.411 0.884 1.132
C -1.623 0.248 -0.116
H -3.455 0.760 1.049
H -2.123 0.412 2.015
H -2.002 1.950 1.251
H -2.125 -0.715 -0.183
H -2.107 0.665 -0.968
H -0.586 0.465 -0.096
C 2.088 -0.891 -1.213
C 2.001 -0.242 0.199
H 1.509 -1.786 -1.293
H 1.767 -0.223 -2.018
H 3.030 -1.290 -1.531
H 2.456 0.702 0.283
H 2.345 -1.057 1.006
H 0.964 0.128 0.474
*
```

=====

<2>
The following is a DFT calculation (ωB97M-V/def2-TZVPD) of a 2-piece molecular cluster, C4H12 overall.

Output
Frontier orbital gap = 12.20 eV
Lowest unoccupied orbital energy = 1.10 eV
SMILES = CC.CC
HOMO energy = -11.10 eV

Geometry as ORCA input:
```
! wB97M-V def2-TZVPD RIJCOSX def2/J DEFGRID3
* xyz 0 1
C -0.485 -1.346 -1.781
C 0.101 -2.458 -0.897
H -1.271 -0.716 -1.386
H 0.195 -0.462 -2.040
H -0.776 -1.555 -2.817
H -0.612 -2.962 -0.218
H 0.438 -3.279 -1.420
H 1.008 -2.142 -0.283
C 0.683 1.580 0.867
C -0.261 2.101 1.920
H 0.482 0.437 0.768
H 0.449 1.990 -0.292
H 1.545 1.895 1.119
H 0.135 1.864 2.870
H -1.276 1.849 1.572
H -0.354 3.205 2.019
*
```

=====

Most stable of them? <1>.

=====

<1>
The following is a DFT calculation (ωB97M-V/def2-TZVPD) of a 2-piece molecular cluster, C4H12 overall.

Output
Frontier orbital gap = 11.98 eV
Lowest unoccupied orbital energy = 1.09 eV
SMILES = CC.CC
HOMO energy = -10.89 eV

Geometry as ORCA input:
```
! wB97M-V def2-TZVPD RIJCOSX def2/J DEFGRID3
* xyz 0 1
C -1.987 0.208 0.478
C -1.539 1.520 1.135
H -2.788 0.375 -0.442
H -1.172 -0.377 0.049
H -2.613 -0.376 1.169
H -2.155 2.395 0.736
H -0.518 1.862 0.948
H -1.872 1.722 2.074
C 2.556 -0.745 -0.964
C 1.062 -1.000 -0.572
H 3.312 -1.502 -0.607
H 2.607 -0.734 -2.180
H 2.935 0.150 -0.563
H 0.372 -0.610 -1.405
H 0.489 -0.670 0.390
H 0.856 -2.130 -0.631
*
```

=====

<2>
The following is a DFT calculation (ωB97M-V/def2-TZVPD) of a 2-piece molecular cluster, C4H12 overall.

Output
Frontier orbital gap = 12.94 eV
Lowest unoccupied orbital energy = 1.17 eV
SMILES = CC.CC
HOMO energy = -11.77 eV

Geometry as ORCA input:
```
! wB97M-V def2-TZVPD RIJCOSX def2/J DEFGRID3
* xyz 0 1
C 1.275 0.400 1.800
C 2.013 0.961 0.574
H 1.943 -0.246 2.372
H 0.359 -0.178 1.639
H 0.910 1.185 2.479
H 2.991 0.505 0.541
H 2.114 2.038 0.649
H 1.480 0.777 -0.354
C -1.046 -1.145 -1.437
C -2.227 -0.250 -0.994
H -1.400 -2.159 -1.594
H -0.244 -1.108 -0.714
H -0.616 -0.711 -2.343
H -2.795 0.103 -1.847
H -2.892 -0.793 -0.332
H -1.864 0.622 -0.439
*
```

=====

<3>
The following is a DFT calculation (ωB97M-V/def2-TZVPD) of a 2-piece molecular cluster, C4H12 overall.

Output
Frontier orbital gap = 12.86 eV
Lowest unoccupied orbital energy = 1.15 eV
SMILES = CC.CC
HOMO energy = -11.71 eV

Geometry as ORCA input:
```
! wB97M-V def2-TZVPD RIJCOSX def2/J DEFGRID3
* xyz 0 1
C -0.517 1.144 1.854
C -0.133 -0.276 2.397
H -0.592 1.766 2.750
H 0.294 1.517 1.236
H -1.477 1.236 1.361
H -1.001 -0.913 2.208
H 0.163 -0.226 3.434
H 0.625 -0.720 1.762
C 1.003 -0.585 -1.777
C -0.366 -0.283 -2.432
H 1.765 -0.481 -2.546
H 1.262 -0.021 -0.886
H 0.961 -1.640 -1.485
H -0.290 0.724 -2.847
H -0.515 -0.930 -3.290
H -1.187 -0.284 -1.722
*
```

=====

<4>
The following is a DFT calculation (ωB97M-V/def2-TZVPD) of a 2-piece molecular cluster, C4H12 overall.

Output
Frontier orbital gap = 12.59 eV
Lowest unoccupied orbital energy = 1.16 eV
SMILES = CC.CC
HOMO energy = -11.43 eV

Geometry as ORCA input:
```
! wB97M-V def2-TZVPD RIJCOSX def2/J DEFGRID3
* xyz 0 1
C 1.832 -1.046 0.487
C 0.483 -1.803 0.381
H 1.780 -0.127 1.064
H 2.516 -1.669 1.055
H 2.137 -0.714 -0.499
H -0.284 -1.394 1.044
H 0.475 -2.871 0.183
H -0.064 -1.541 -0.546
C -1.802 1.256 -0.102
C -0.462 1.612 -0.760
H -1.695 1.010 0.959
H -2.707 1.858 -0.126
H -2.063 0.237 -0.392
H -0.545 2.479 -1.416
H -0.241 0.759 -1.399
H 0.259 1.771 0.037
*
```

=====

Most stable of them? <2>.

=====

<1>
The following is a DFT calculation (ωB97M-V/def2-TZVPD) of a 2-piece molecular cluster, C4H12 overall.

Output
Frontier orbital gap = 12.54 eV
Lowest unoccupied orbital energy = 1.05 eV
SMILES = CC.CC
HOMO energy = -11.49 eV

Geometry as ORCA input:
```
! wB97M-V def2-TZVPD RIJCOSX def2/J DEFGRID3
* xyz 0 1
C 0.966 -1.339 -1.895
C 0.288 -0.314 -2.815
H 1.186 -2.234 -2.478
H 1.860 -0.933 -1.539
H 0.324 -1.625 -1.108
H -0.821 -0.679 -2.937
H 0.725 -0.188 -3.799
H 0.170 0.775 -2.418
C -0.042 0.929 2.893
C -1.190 0.744 1.812
H -0.435 0.562 3.836
H 0.880 0.276 2.666
H 0.456 1.819 3.157
H -0.811 0.549 0.854
H -1.628 1.736 1.761
H -1.929 -0.080 2.010
*
```

=====

<2>
The following is a DFT calculation (ωB97M-V/def2-TZVPD) of a 2-piece molecular cluster, C4H12 overall.

Output
Frontier orbital gap = 12.69 eV
Lowest unoccupied orbital energy = 1.15 eV
SMILES = CC.CC
HOMO energy = -11.55 eV

Geometry as ORCA input:
```
! wB97M-V def2-TZVPD RIJCOSX def2/J DEFGRID3
* xyz 0 1
C 0.417 2.494 0.318
C 0.190 1.277 1.231
H 0.940 3.342 0.747
H 1.023 2.191 -0.523
H -0.534 2.796 -0.116
H 0.982 1.070 1.936
H -0.771 1.445 1.721
H -0.087 0.457 0.585
C -0.876 -1.589 -1.141
C 0.274 -2.201 -0.348
H -0.837 -0.528 -0.957
H -0.736 -1.803 -2.202
H -1.839 -2.029 -0.887
H 0.345 -3.280 -0.420
H 0.263 -1.849 0.688
H 1.245 -1.792 -0.632
*
```

=====

Most stable of them? <2>.

=====

<1>
The following is a DFT calculation (ωB97M-V/def2-TZVPD) of a 2-piece molecular cluster, C4H12 overall.

Output
Frontier orbital gap = 12.82 eV
Lowest unoccupied orbital energy = 1.15 eV
SMILES = CC.CC
HOMO energy = -11.67 eV

Geometry as ORCA input:
```
! wB97M-V def2-TZVPD RIJCOSX def2/J DEFGRID3
* xyz 0 1
C -1.412 -0.575 1.540
C -1.382 0.895 1.873
H -0.499 -1.158 1.653
H -2.152 -1.106 2.130
H -1.709 -0.766 0.498
H -2.068 1.439 1.226
H -0.413 1.361 1.649
H -1.685 1.163 2.877
C 1.660 -0.825 -1.474
C 1.127 0.528 -1.949
H 1.760 -0.882 -0.392
H 1.022 -1.655 -1.790
H 2.624 -1.018 -1.927
H 1.678 0.894 -2.822
H 0.073 0.516 -2.217
H 1.269 1.311 -1.202
*
```

=====

<2>
The following is a DFT calculation (ωB97M-V/def2-TZVPD) of a 2-piece molecular cluster, C4H12 overall.

Output
Frontier orbital gap = 11.95 eV
Lowest unoccupied orbital energy = 1.07 eV
SMILES = CC.CC
HOMO energy = -10.88 eV

Geometry as ORCA input:
```
! wB97M-V def2-TZVPD RIJCOSX def2/J DEFGRID3
* xyz 0 1
C 1.176 -0.812 -1.079
C 1.059 -2.302 -1.151
H 0.703 -0.249 -1.856
H 0.907 -0.234 -0.191
H 2.238 -0.518 -1.078
H 0.293 -2.624 -0.309
H 2.140 -2.464 -0.762
H 0.963 -2.813 -2.047
C -0.486 1.174 1.059
C -1.888 1.776 1.084
H -0.450 0.124 0.982
H 0.140 1.516 0.125
H 0.219 1.362 2.002
H -2.258 2.279 0.133
H -1.985 2.754 1.806
H -2.771 1.031 1.281
*
```

=====

Most stable of them? <1>.

=====

<1>
The following is a DFT calculation (ωB97M-V/def2-TZVPD) of a 2-piece molecular cluster, C4H12 overall.

Output
Frontier orbital gap = 12.38 eV
Lowest unoccupied orbital energy = 1.12 eV
SMILES = CC.CC
HOMO energy = -11.26 eV

Geometry as ORCA input:
```
! wB97M-V def2-TZVPD RIJCOSX def2/J DEFGRID3
* xyz 0 1
C 0.006 0.750 2.041
C -1.332 1.370 2.380
H 0.064 0.402 0.926
H 0.868 1.439 2.039
H 0.397 0.009 2.709
H -1.452 1.409 3.362
H -2.032 0.761 1.852
H -1.410 2.483 2.225
C -0.136 -1.243 -1.963
C 1.313 -1.032 -2.545
H -0.902 -0.810 -2.543
H -0.243 -2.198 -1.549
H -0.064 -0.598 -0.984
H 1.218 -0.201 -3.280
H 1.760 -1.902 -2.935
H 1.944 -0.639 -1.736
*
```

=====

<2>
The following is a DFT calculation (ωB97M-V/def2-TZVPD) of a 2-piece molecular cluster, C4H12 overall.

Output
Frontier orbital gap = 12.46 eV
Lowest unoccupied orbital energy = 1.17 eV
SMILES = CC.CC
HOMO energy = -11.30 eV

Geometry as ORCA input:
```
! wB97M-V def2-TZVPD RIJCOSX def2/J DEFGRID3
* xyz 0 1
C 1.010 1.621 -0.761
C 0.890 0.322 -1.597
H 1.117 2.550 -1.319
H 0.200 1.683 -0.041
H 1.973 1.654 -0.238
H 1.539 -0.393 -1.100
H 1.287 0.569 -2.578
H -0.144 0.027 -1.731
C -1.710 -0.808 1.367
C -0.276 -1.196 1.090
H -1.824 -0.544 2.409
H -2.185 -0.039 0.739
H -2.320 -1.598 0.904
H 0.089 -2.095 1.582
H 0.475 -0.412 1.257
H -0.122 -1.341 0.016
*
```

=====

<3>
The following is a DFT calculation (ωB97M-V/def2-TZVPD) of a 2-piece molecular cluster, C4H12 overall.

Output
Frontier orbital gap = 12.30 eV
Lowest unoccupied orbital energy = 1.12 eV
SMILES = CC.CC
HOMO energy = -11.19 eV

Geometry as ORCA input:
```
! wB97M-V def2-TZVPD RIJCOSX def2/J DEFGRID3
* xyz 0 1
C -0.694 0.972 -1.188
C -2.212 1.306 -1.232
H -0.506 0.916 -0.270
H -0.563 0.044 -1.790
H 0.102 1.748 -1.286
H -2.373 2.126 -1.955
H -2.766 1.694 -0.374
H -2.876 0.457 -1.621
C 1.894 -0.557 0.996
C 1.051 -1.752 1.362
H 2.915 -0.760 1.314
H 1.894 -0.280 0.004
H 1.630 0.311 1.582
H 0.029 -1.575 1.607
H 1.540 -2.156 2.207
H 0.934 -2.495 0.647
*
```

=====

<4>
The following is a DFT calculation (ωB97M-V/def2-TZVPD) of a 2-piece molecular cluster, C4H12 overall.

Output
Frontier orbital gap = 12.58 eV
Lowest unoccupied orbital energy = 1.13 eV
SMILES = CC.CC
HOMO energy = -11.45 eV

Geometry as ORCA input:
```
! wB97M-V def2-TZVPD RIJCOSX def2/J DEFGRID3
* xyz 0 1
C 0.075 -1.148 -1.119
C 1.155 -2.055 -1.666
H -0.902 -1.602 -1.347
H 0.198 -0.888 -0.053
H 0.058 -0.122 -1.532
H 2.149 -1.555 -1.722
H 0.822 -2.449 -2.640
H 1.269 -2.980 -1.100
C -1.197 1.579 0.925
C -0.021 1.642 1.861
H -1.057 1.120 -0.049
H -2.032 0.968 1.351
H -1.650 2.538 0.607
H 0.922 1.232 1.479
H 0.294 2.631 2.225
H -0.198 1.103 2.787
*
```

=====

Most stable of them? <4>.

=====

<1>
The following is a DFT calculation (ωB97M-V/def2-TZVPD) of a 2-piece molecular cluster, C4H12 overall.

Output
Frontier orbital gap = 11.96 eV
Lowest unoccupied orbital energy = 1.13 eV
SMILES = CC.CC
HOMO energy = -10.83 eV

Geometry as ORCA input:
```
! wB97M-V def2-TZVPD RIJCOSX def2/J DEFGRID3
* xyz 0 1
C -0.393 -1.920 0.244
C -1.985 -2.088 0.583
H 0.149 -1.020 0.524
H 0.327 -2.695 0.760
H -0.044 -2.156 -0.749
H -2.315 -1.139 1.019
H -2.169 -2.655 1.473
H -2.679 -2.343 -0.302
C 0.844 1.343 -0.574
C 1.456 2.664 -0.219
H 1.433 0.817 -1.447
H 1.028 0.574 0.031
H -0.194 1.337 -0.828
H 0.892 3.023 0.641
H 1.090 3.507 -0.790
H 2.559 2.753 -0.365
*
```

=====

<2>
The following is a DFT calculation (ωB97M-V/def2-TZVPD) of a 2-piece molecular cluster, C4H12 overall.

Output
Frontier orbital gap = 12.82 eV
Lowest unoccupied orbital energy = 1.14 eV
SMILES = CC.CC
HOMO energy = -11.67 eV

Geometry as ORCA input:
```
! wB97M-V def2-TZVPD RIJCOSX def2/J DEFGRID3
* xyz 0 1
C -1.987 0.225 1.543
C -2.424 0.376 0.092
H -2.441 0.883 2.282
H -2.147 -0.774 1.916
H -0.921 0.337 1.755
H -3.168 -0.370 -0.142
H -1.601 0.170 -0.577
H -2.813 1.378 -0.071
C 2.046 0.271 -0.352
C 2.362 -0.904 -1.289
H 2.868 0.973 -0.230
H 1.161 0.814 -0.681
H 1.813 -0.120 0.635
H 3.429 -1.007 -1.474
H 2.058 -1.842 -0.814
H 1.824 -0.900 -2.227
*
```

=====

<3>
The following is a DFT calculation (ωB97M-V/def2-TZVPD) of a 2-piece molecular cluster, C4H12 overall.

Output
Frontier orbital gap = 12.82 eV
Lowest unoccupied orbital energy = 1.15 eV
SMILES = CC.CC
HOMO energy = -11.67 eV

Geometry as ORCA input:
```
! wB97M-V def2-TZVPD RIJCOSX def2/J DEFGRID3
* xyz 0 1
C 1.447 -1.901 0.311
C 2.009 -0.710 -0.445
H 0.380 -2.083 0.170
H 2.036 -2.791 0.106
H 1.544 -1.744 1.390
H 1.449 0.222 -0.390
H 2.252 -0.896 -1.491
H 2.936 -0.392 0.044
C -1.511 1.676 -0.555
C -1.984 0.860 0.641
H -0.909 1.171 -1.314
H -2.371 2.084 -1.114
H -0.937 2.530 -0.214
H -1.291 0.903 1.476
H -2.133 -0.180 0.348
H -2.914 1.250 1.038
*
```

=====

<4>
The following is a DFT calculation (ωB97M-V/def2-TZVPD) of a 2-piece molecular cluster, C4H12 overall.

Output
Frontier orbital gap = 12.67 eV
Lowest unoccupied orbital energy = 1.20 eV
SMILES = CC.CC
HOMO energy = -11.47 eV

Geometry as ORCA input:
```
! wB97M-V def2-TZVPD RIJCOSX def2/J DEFGRID3
* xyz 0 1
C 0.700 1.701 0.416
C -0.183 1.055 1.480
H 0.199 1.520 -0.542
H 0.676 2.785 0.512
H 1.692 1.273 0.372
H -1.225 1.256 1.239
H 0.160 1.310 2.488
H -0.098 -0.033 1.544
C -1.017 -1.220 -0.927
C 0.502 -1.500 -0.936
H -1.394 -1.118 0.079
H -1.199 -0.351 -1.559
H -1.507 -2.009 -1.502
H 0.898 -1.475 -1.945
H 0.712 -2.555 -0.698
H 1.035 -0.951 -0.174
*
```

=====

Most stable of them? <3>.